No. 1
Entry from the Open Molecules 2025 dataset: a molecular structure, C16H15BrMnSe in a non-equilibrium geometry (the ωB97M-V functional and the def2-TZVPD basis).

## Properties
**Multiplicity**: 6
**Frontier orbital gap (spin up / spin down)**: 4.8 / 4.8 eV
**E_tot**: -6745.1031 hartree
**Charge**: -2
**Energy above the lowest of the compared OMol25 structures with the same formula, charge and spin**: 3.5 kcal/mol

Each line ends with the Mulliken spin population.
Element x y z (Å)
1 C -0.48 -1.05 -2.62  0.15
2 C -0.86 -2.16 -1.79  -0.04
3 C -1.86 -1.66 -0.79  0.03
4 H -0.46 -3.17 -1.94  0.00
5 C -1.97 -0.22 -1.03  0.00
6 C -1.12 0.12 -2.15  0.06
7 H -1.09 1.08 -2.67  0.01
8 H 0.07 -1.11 -3.57  0.01
9 H -2.29 -2.23 0.05  0.02
10 H -2.60 0.51 -0.51  -0.01
11 Mn 0.00 -0.90 -0.35  4.52
12 Br 1.72 -2.44 0.07  0.11
13 C 3.88 1.51 -1.05  0.00
14 C 2.78 2.19 -1.73  -0.01
15 C 2.31 1.33 -2.76  0.01
16 H 2.28 3.11 -1.38  0.00
17 C 3.02 0.09 -2.67  0.01
18 C 3.99 0.21 -1.64  0.00
19 H 4.57 -0.66 -1.23  0.00
20 H 4.39 1.84 -0.15  0.00
21 H 1.31 1.43 -3.23  0.00
22 H 2.70 -0.87 -3.12  0.00
23 Se 0.37 1.27 0.77  0.08
24 C -0.77 0.56 2.10  -0.04
25 C -2.01 1.24 2.15  0.04
26 C -2.94 0.91 3.13  -0.01
27 C -2.66 -0.10 4.07  0.02
28 C -1.45 -0.80 4.00  -0.01
29 C -0.51 -0.48 3.02  0.03
30 H -2.20 2.00 1.41  0.00
31 H -3.90 1.45 3.15  0.00
32 H -3.39 -0.33 4.84  0.00
33 H -1.24 -1.59 4.72  0.00
34 H 0.42 -1.04 2.91  0.01

No. 2
Entry from the Open Molecules 2025 dataset: a molecular structure, C16H15BrN4O4S in a non-equilibrium geometry (the ωB97M-V functional and the def2-TZVPD basis).

## Properties
**Multiplicity**: 1
**Frontier orbital gap**: 7.9 eV
**E_tot**: -4110.2391 hartree
**Charge**: 0
**Energy above the lowest of the compared OMol25 structures with the same formula, charge and spin**: 341.7 kcal/mol

Each line ends with the Mulliken charge.
Element x y z (Å)
1 C 2.64 0.32 -2.24  -1.64
2 C 2.22 -0.67 -1.34  0.31
3 C 0.89 -0.94 -1.34  -0.74
4 C 0.29 -1.95 -0.39  -0.07
5 C 1.11 -2.65 0.43  -0.35
6 C 2.36 -2.21 0.63  -0.85
7 C 2.81 -1.35 -0.20  0.77
8 Br 4.70 -0.74 -0.44  -0.25
9 H 3.03 -2.51 1.22  0.82
10 H 0.74 -3.19 1.32  0.33
11 N -1.22 -1.95 -0.35  -0.01
12 C -2.02 -2.55 0.55  0.55
13 O -1.47 -3.38 1.52  -0.67
14 C -3.39 -2.25 0.51  -0.39
15 H -3.78 -2.52 -0.68  0.26
16 H -4.06 -2.99 1.30  0.25
17 O -3.66 -1.16 0.94  -0.18
18 N -3.31 -0.11 0.10  0.67
19 C -2.02 0.78 -0.01  -0.73
20 C -1.03 0.75 1.00  -1.64
21 C -0.05 1.55 0.38  0.48
22 C -0.20 2.46 -0.50  -0.40
23 C -1.20 2.47 -1.41  -0.88
24 C -2.29 1.53 -0.94  1.76
25 N -3.40 1.33 -1.98  -0.49
26 N -3.90 0.28 -1.08  -0.57
27 H -1.26 2.78 -2.36  0.61
28 H 0.81 3.14 -0.93  0.19
29 S 1.46 1.52 1.51  1.23
30 O 1.68 0.28 2.18  -0.57
31 O 2.60 2.02 0.44  -0.68
32 C 1.30 2.88 2.47  -1.07
33 H 2.27 3.01 3.19  0.33
34 H 0.47 2.53 3.21  0.36
35 H 1.12 3.75 2.05  0.49
36 H -0.85 0.29 1.79  0.98
37 H -1.61 -1.77 -1.35  0.38
38 H 0.06 -0.59 -1.79  0.50
39 H 1.79 0.68 -3.00  0.22
40 H 2.85 1.32 -1.70  0.09
41 H 3.50 -0.18 -2.73  0.58

No. 3
Entry from the Open Molecules 2025 dataset: 3 unconnected molecules or ions with the total composition C16H15ClN6O5P in a non-equilibrium geometry (the ωB97M-V functional and the def2-TZVPD basis).

## Properties
**Multiplicity**: 1
**Frontier orbital gap**: 7.1 eV
**E_tot**: -2124.1544 hartree
**Charge**: +1

Each line ends with the Mulliken charge.
Element x y z (Å)
1 C 5.22 -3.11 -4.12  -0.25
2 C 4.44 -1.98 -3.74  -0.14
3 N 3.44 -0.83 -3.53  -0.07
4 C 2.11 -1.11 -3.73  0.50
5 N 1.82 -2.55 -4.13  -0.31
6 C 0.30 -2.45 -4.24  0.12
7 P -0.63 -4.09 -4.69  0.34
8 O -0.59 -4.41 -6.25  -0.56
9 N -0.25 -1.07 -3.96  -0.10
10 N 0.85 -0.27 -3.64  0.09
11 Cl 0.81 1.39 -3.18  0.02
12 H 5.65 -4.04 -4.71  0.37
13 H 3.73 0.14 -3.27  0.29
14 H 0.05 -5.15 -3.98  0.17
15 H -2.00 -3.90 -4.21  0.14
16 H -1.25 -0.78 -3.98  0.29
17 C 1.11 2.39 0.01  0.59
18 C 1.26 1.40 0.98  -0.46
19 C 1.48 1.75 2.32  -0.30
20 C 1.55 3.11 2.67  -0.16
21 C 1.40 4.11 1.70  -0.32
22 C 1.18 3.74 0.37  -0.44
23 N 1.75 3.48 4.07  0.96
24 O 1.90 2.57 4.90  -0.57
25 O 1.77 4.69 4.35  -0.57
26 H 0.93 2.12 -1.02  -0.41
27 H 1.20 0.35 0.70  0.42
28 H 1.60 0.97 3.06  0.48
29 H 1.45 5.16 1.96  0.46
30 H 1.06 4.51 -0.39  0.39
31 C -3.24 -1.37 4.49  -0.38
32 C -2.74 -0.06 4.47  -0.54
33 C -2.63 0.62 3.25  -0.17
34 C -3.03 -0.01 2.07  0.04
35 C -3.52 -1.32 2.09  -0.35
36 C -3.63 -2.00 3.31  -0.43
37 N -2.94 0.71 0.79  1.00
38 O -2.48 1.86 0.81  -0.57
39 O -3.34 0.13 -0.23  -0.62
40 H -3.32 -1.89 5.44  0.38
41 H -2.43 0.42 5.39  0.39
42 H -2.23 1.63 3.25  0.48
43 H -3.83 -1.83 1.18  0.42
44 H -4.01 -3.01 3.34  0.37

No. 4
Entry from the Open Molecules 2025 dataset: a molecular structure, C16H15CoF10N2O4SeTe2 in a non-equilibrium geometry (the ωB97M-V functional and the def2-TZVPD basis).

## Properties
**Multiplicity**: 5
**Frontier orbital gap (spin up / spin down)**: 7.6 / 6.4 eV
**E_tot**: -6348.0312 hartree
**Charge**: 0
**Energy above the lowest of the compared OMol25 structures with the same formula, charge and spin**: 31.9 kcal/mol

Each line ends with the Mulliken spin population.
Element x y z (Å)
1 Co -0.24 -0.15 0.19  3.21
2 F 0.24 -3.46 2.44  0.00
3 Te 1.27 -2.09 1.72  0.01
4 F -0.84 -1.50 1.70  0.06
5 F 2.27 -2.40 3.27  0.00
6 F 2.25 -3.48 0.98  0.00
7 F 2.82 -1.07 1.29  0.00
8 O 0.69 -1.71 -0.04  0.34
9 C -0.72 3.84 7.47  0.00
10 C -0.41 3.03 6.25  0.00
11 C 0.26 1.82 6.35  0.00
12 C 0.54 1.03 5.24  0.00
13 C 1.30 -0.24 5.49  0.00
14 C 0.08 1.48 3.97  0.01
15 C -0.55 2.74 3.85  0.01
16 C -0.93 3.39 2.54  0.01
17 C -0.78 3.48 4.99  0.00
18 C 0.21 0.63 2.78  0.00
19 O 1.02 -0.38 2.84  0.00
20 O -0.43 0.93 1.73  0.14
21 H -0.22 3.45 8.35  0.00
22 H -1.80 3.84 7.66  0.00
23 H -0.42 4.88 7.34  0.00
24 H 0.60 1.48 7.32  0.00
25 H 1.60 -0.27 6.53  0.00
26 H 2.19 -0.31 4.86  0.00
27 H 0.71 -1.12 5.28  0.00
28 H -0.15 3.29 1.79  0.00
29 H -1.11 4.45 2.71  0.00
30 H -1.84 2.95 2.12  0.00
31 H -1.25 4.45 4.90  0.00
32 F 2.84 3.23 -0.67  0.00
33 Te 2.87 1.35 -0.66  0.00
34 F 2.82 1.76 -2.51  0.00
35 F 4.70 1.41 -0.52  0.00
36 F 2.82 1.68 1.19  0.00
37 F 3.16 -0.34 -1.38  0.00
38 O 1.04 1.11 -0.60  0.09
39 Se -0.44 1.23 -2.78  0.00
40 N -1.29 0.49 -1.38  0.07
41 C -2.60 0.66 -1.53  0.01
42 C -3.60 0.23 -0.61  0.00
43 C -4.90 0.49 -0.92  0.01
44 C -5.27 1.16 -2.13  0.00
45 C -4.34 1.57 -3.03  0.00
46 C -2.96 1.32 -2.74  0.01
47 N -1.95 1.66 -3.53  0.02
48 H -3.32 -0.28 0.30  0.00
49 H -5.68 0.18 -0.24  0.00
50 H -6.32 1.33 -2.32  0.00
51 H -4.60 2.08 -3.95  0.00

No. 5
Entry from the Open Molecules 2025 dataset: C16H15FN2O3 in the gas phase (the ωB97M-V functional and the def2-TZVPD basis).

## Properties
**Multiplicity**: 1
**Frontier orbital gap**: 9.0 eV
**E_tot**: -1053.8254 hartree
**Charge**: 0
**Structure (SMILES)**: O=C(NC[C@H]1COc2ccccc2O1)Nc1ccccc1F
**Energy above the lowest of the compared OMol25 structures with the same formula, charge and spin**: 23.6 kcal/mol

Each line ends with the Mulliken charge.
Element x y z (Å)
1 O 0.72 2.22 0.35  -0.68
2 C 1.30 1.20 0.04  0.28
3 N 0.67 0.09 -0.41  -0.12
4 H 1.20 -0.68 -0.76  0.40
5 C -0.77 0.06 -0.54  -1.07
6 H -1.04 -0.77 -1.20  0.40
7 H -1.11 1.00 -0.98  0.39
8 C -1.47 -0.14 0.83  0.27
9 C -2.14 1.16 1.29  -0.59
10 H -2.57 1.02 2.28  0.32
11 O -3.14 1.55 0.37  -0.46
12 C -3.97 0.52 0.00  0.70
13 C -5.17 0.83 -0.61  -0.71
14 C -6.04 -0.18 -0.98  -0.46
15 C -5.72 -1.50 -0.74  -0.47
16 C -4.51 -1.82 -0.15  -0.79
17 C -3.62 -0.81 0.22  0.47
18 O -2.42 -1.18 0.78  -0.44
19 H -4.23 -2.84 0.04  0.43
20 H -6.40 -2.29 -1.01  0.38
21 H -6.98 0.07 -1.46  0.37
22 H -5.41 1.87 -0.78  0.43
23 H -1.41 1.97 1.31  0.37
24 H -0.73 -0.46 1.57  0.37
25 N 2.68 1.13 0.12  -0.11
26 C 3.54 0.05 0.07  -0.12
27 C 3.22 -1.24 0.51  -0.06
28 C 4.14 -2.26 0.45  -0.83
29 C 5.42 -2.03 -0.03  -0.40
30 C 5.79 -0.76 -0.43  -0.58
31 C 4.85 0.25 -0.38  0.64
32 F 5.21 1.50 -0.77  -0.32
33 H 6.78 -0.54 -0.79  0.43
34 H 6.14 -2.84 -0.07  0.38
35 H 3.86 -3.24 0.79  0.39
36 H 2.24 -1.42 0.93  0.51
37 H 3.12 2.04 0.18  0.30

No. 6
Entry from the Open Molecules 2025 dataset: C16H15FN4O in the gas phase in a non-equilibrium geometry (the ωB97M-V functional and the def2-TZVPD basis).

## Properties
**Multiplicity**: 1
**Frontier orbital gap**: 8.1 eV
**E_tot**: -1012.7187 hartree
**Charge**: 0
**Structure (SMILES)**: C[C@]12CCCN1CC1=NNC(=O)c3cc(F)cc4[nH]c2c1c34
**Energy above the lowest of the compared OMol25 structures with the same formula, charge and spin**: 19.9 kcal/mol

Each line ends with the Mulliken charge.
Element x y z (Å)
1 O -2.82 4.15 0.21  -0.74
2 F -0.39 4.51 -4.05  -0.32
3 N -2.33 0.91 1.39  -0.83
4 C -2.29 2.99 0.16  0.57
5 C -1.36 0.18 0.88  0.16
6 C -0.42 0.53 -0.19  0.97
7 C 0.71 -0.17 -0.48  -1.08
8 C -1.39 3.73 -2.03  -1.18
9 C 0.54 2.62 -3.00  -0.80
10 C -0.40 3.66 -3.00  0.43
11 C -1.38 2.77 -0.95  0.63
12 C -0.49 1.68 -0.98  0.27
13 C 0.44 1.59 -2.03  -0.66
14 N -2.74 2.18 1.10  -0.08
15 N 1.11 0.38 -1.78  -0.13
16 N 0.15 -1.80 1.35  0.18
17 C -1.17 -1.23 1.57  -0.63
18 C 0.63 -2.85 2.28  -0.75
19 C 2.07 -2.53 2.30  -0.52
20 C 0.70 -2.63 -0.73  -1.50
21 C 2.27 -1.80 0.94  -1.02
22 C 0.98 -1.54 0.22  1.89
23 H -2.08 4.47 -1.97  0.69
24 H 1.26 2.50 -3.82  0.37
25 H -3.23 2.66 1.88  0.33
26 H 1.74 0.04 -2.43  0.11
27 H -1.36 -1.15 2.66  0.36
28 H -1.96 -1.97 1.15  0.21
29 H 0.35 -2.69 3.38  0.29
30 H 0.15 -3.85 2.02  0.33
31 H 2.40 -1.97 3.17  0.35
32 H 2.71 -3.45 2.23  0.27
33 H 1.56 -2.64 -1.45  0.40
34 H 0.61 -3.62 -0.21  0.39
35 H -0.38 -2.44 -1.18  0.26
36 H 3.03 -2.36 0.35  0.39
37 H 2.77 -0.84 1.04  0.38